Formula: C25H46NO18P
Source: the Open Molecules 2025 dataset
Level of theory: ωB97M-V with the def2-TZVPD basis set

Last column: Mulliken charge in e.
Cartesian coordinates (Å):
C 2.42 1.47 -2.57  -0.80
C 1.44 2.10 -3.52  -0.68
O 0.39 2.76 -2.72  -0.02
C 0.57 4.04 -2.34  0.33
O 1.67 4.67 -2.47  -0.65
O -0.54 4.46 -1.70  -0.19
C -0.53 5.74 -1.07  -0.84
H 3.32 2.07 -2.44  0.41
H 2.75 0.51 -2.99  0.12
H 1.88 1.22 -1.66  -0.78
H 0.83 1.39 -4.08  0.32
H 1.84 2.76 -4.29  0.49
H 0.37 5.88 -0.48  0.35
H -1.42 5.91 -0.47  0.26
H -0.48 6.41 -1.93  0.29
C 4.56 0.12 2.75  -1.35
C 4.48 -1.19 1.96  -0.32
O 3.87 -0.96 0.64  -0.19
C 3.50 -1.92 -0.33  0.68
O 3.67 -3.16 -0.40  -0.66
O 3.04 -1.19 -1.32  -0.07
C 2.76 -1.71 -2.61  -0.95
H 4.89 -0.09 3.77  0.41
H 3.57 0.57 2.85  0.59
H 5.19 0.87 2.28  0.38
H 3.77 -1.86 2.46  0.50
H 5.45 -1.59 1.66  0.43
H 2.01 -2.50 -2.61  0.59
H 3.59 -2.24 -3.08  0.42
H 2.46 -0.89 -3.26  0.37
C -2.84 2.62 -1.18  -1.80
C -1.52 1.90 -1.05  1.90
O -1.42 0.61 -1.60  -0.06
C -1.19 0.38 -2.94  0.58
O -0.76 1.28 -3.70  -0.69
O -1.46 -0.91 -3.33  -0.26
C -1.00 -1.44 -4.64  -0.72
H -2.85 2.82 -2.25  0.51
H -2.92 3.49 -0.53  0.31
H -3.69 1.95 -1.00  0.39
H -1.53 1.65 0.01  -1.09
H -0.67 2.56 -1.24  -0.17
H 0.05 -1.62 -4.41  0.27
H -1.11 -0.65 -5.38  0.30
H -1.46 -2.41 -4.83  0.31
C -1.05 3.22 3.65  -1.49
C -0.98 2.00 2.69  0.84
O 0.34 1.55 2.61  -0.30
C 0.76 0.55 3.56  0.34
O 0.05 -0.10 4.41  -0.58
O 2.13 0.40 3.54  -0.50
C 2.74 -0.63 4.37  -1.17
H -2.04 3.61 3.87  0.39
H -0.62 4.02 3.04  0.38
H -0.64 3.07 4.65  0.35
H -1.18 2.15 1.63  -0.12
H -1.57 1.14 3.03  0.01
H 2.17 -1.09 5.18  0.46
H 3.59 -0.22 4.91  0.33
H 3.10 -1.40 3.69  0.19
C -4.72 -1.70 1.12  -0.90
C -3.33 -1.83 0.94  0.00
C -2.79 -2.95 0.28  1.06
C -3.60 -3.94 -0.22  -1.03
C -4.93 -3.81 -0.03  -0.12
C -5.56 -2.75 0.57  -0.83
N -3.17 -5.12 -1.03  1.06
O -1.98 -5.28 -1.13  -0.60
O -3.98 -5.89 -1.46  -0.67
H -4.99 -0.76 1.58  0.44
H -2.75 -1.05 1.42  0.34
H -1.73 -2.89 0.14  0.59
H -5.52 -4.66 -0.33  0.44
H -6.64 -2.79 0.55  0.40
C -0.10 -2.17 -1.74  0.07
O -0.97 -1.95 -0.68  -0.20
P -0.08 -1.58 0.66  0.33
O 1.06 -2.42 0.94  -0.93
O -1.28 -1.71 1.71  -0.29
C -1.03 -1.54 3.12  -0.53
O 0.23 0.06 0.57  2.44
C 1.46 0.74 0.64  -0.54
H -0.32 -3.08 -2.30  0.69
H 0.97 -1.99 -1.71  -0.88
H -0.34 -1.39 -2.45  0.08
H -1.80 -0.88 3.53  0.24
H -0.05 -1.08 3.19  -0.16
H -1.10 -2.56 3.51  0.47
H 1.97 0.71 -0.33  0.49
H 2.05 0.31 1.45  -0.13
H 1.26 1.81 0.67  0.33

- M: 679.61 g/mol
- Energy: -74290.5749 eV